Record 1
DFT (wB97M-V/def2-TZVPD) results for 3 unconnected molecules or ions with the total composition C26H41ClN3O13P3 at a distorted geometry.

```
87
Properties=species:S:1:pos:R:3:lowdin_charge:R:1
N 0.573 5.933 -0.654 0.12
C 1.013 4.595 -0.795 -0.23
C 1.723 4.129 -1.902 0.02
C 2.186 2.815 -2.018 -0.16
C 2.996 2.338 -3.239 -0.13
P 3.527 3.646 -4.404 0.45
O 4.254 2.988 -5.490 -0.28
O 2.255 4.414 -5.069 -0.13
O 4.529 4.730 -3.709 -0.12
C 1.920 1.909 -0.982 -0.08
C 2.405 0.485 -0.947 -0.18
C 3.324 0.134 0.069 0.00
C 3.682 -1.215 0.056 -0.05
C 3.145 -2.058 -0.906 -0.15
N 2.311 -1.776 -1.911 0.10
C 1.990 -0.478 -1.853 -0.11
C 1.176 2.343 0.117 -0.01
C 0.727 3.671 0.206 -0.03
C -0.011 3.826 1.503 -0.40
O -0.558 4.766 2.014 0.12
N 0.027 2.543 2.153 -0.29
Cl -1.547 1.818 2.358 0.82
C 0.734 1.560 1.348 -0.43
O 0.868 0.409 1.638 0.13
H 0.548 6.110 0.351 0.09
H 1.313 6.554 -0.980 0.10
H 1.911 4.864 -2.686 0.10
H 2.328 1.685 -3.824 0.11
H 3.851 1.723 -2.932 0.12
H 2.350 5.372 -4.978 0.08
H 4.294 4.794 -2.768 0.07
H 3.682 0.888 0.767 0.13
H 4.362 -1.611 0.809 0.11
H 3.441 -3.115 -0.844 0.10
H 1.278 -0.138 -2.620 0.12
C 4.572 -9.603 -2.868 -0.08
C 3.419 -8.660 -2.575 -0.29
O 3.182 -8.568 -1.168 -0.20
P 3.997 -7.452 -0.304 0.59
O 3.410 -6.163 -0.782 -0.22
O 3.162 -7.588 1.117 -0.23
C 2.966 -6.431 1.935 -0.31
C 1.500 -6.055 1.950 -0.07
O 5.087 -8.570 0.228 -0.21
C 5.843 -8.297 1.423 -0.27
C 5.491 -9.342 2.457 -0.07
H 5.511 -9.204 -2.481 0.07
H 4.678 -9.759 -3.943 0.08
H 4.406 -10.567 -2.385 0.08
H 3.610 -7.669 -2.998 0.11
H 2.504 -9.041 -3.027 0.12
H 3.578 -5.595 1.592 0.10
H 3.295 -6.686 2.947 0.11
H 1.144 -5.840 0.942 0.08
H 1.329 -5.178 2.577 0.08
H 0.900 -6.882 2.332 0.08
H 5.650 -7.290 1.797 0.11
H 6.903 -8.362 1.171 0.12
H 4.431 -9.300 2.707 0.08
H 6.072 -9.199 3.369 0.08
H 5.684 -10.343 2.068 0.08
C -10.153 3.737 0.977 -0.08
C -9.129 3.174 1.946 -0.29
O -7.801 3.490 1.524 -0.20
P -7.134 4.896 2.014 0.59
O -6.934 4.679 3.479 -0.22
O -5.580 4.647 1.512 -0.23
C -4.494 5.189 2.272 -0.30
C -3.700 4.068 2.905 -0.12
O -7.477 5.627 0.573 -0.21
C -6.738 6.802 0.193 -0.27
C -5.973 6.492 -1.074 -0.07
H -10.141 4.828 0.986 0.07
H -11.157 3.399 1.239 0.08
H -9.927 3.419 -0.042 0.08
H -9.308 3.544 2.960 0.11
H -9.202 2.087 1.973 0.12
H -4.852 5.889 3.030 0.11
H -3.858 5.751 1.581 0.11
H -4.329 3.469 3.566 0.08
H -2.861 4.460 3.481 0.07
H -3.315 3.398 2.140 -0.01
H -6.067 7.129 0.989 0.11
H -7.455 7.604 0.010 0.12
H -5.264 5.681 -0.910 0.08
H -5.427 7.369 -1.424 0.08
H -6.655 6.163 -1.860 0.08
```

Output
SMILES = Nc1cc(CP(=O)(O)O)c(-c2cccnc2)c2c1C(=O)N(Cl)C2=O.CCOP(=O)(OCC)OCC.CCOP(=O)(OCC)OCC
multiplicity = 1
orbital gap = 8.30 eV
E_LUMO = -1.113 eV
E_tot = -99106.3012 eV
HOMO level = -9.417 eV

Record 2
DFT (wB97M-V/def2-TZVPD) results for a single C4H8O3 molecule.

```
15
Properties=species:S:1:pos:R:3:nbo_charge:R:1
O 0.748 -0.293 -1.807 -0.56
C -0.055 -0.082 -0.919 0.59
C -1.058 -1.185 -0.584 -0.17
O -0.776 -2.320 -1.344 -0.71
C -0.008 1.226 -0.151 -0.53
C 0.902 1.046 1.083 -0.05
O 0.884 -0.302 1.523 -0.73
H -1.000 -1.408 0.490 0.20
H -2.079 -0.820 -0.787 0.18
H -0.019 -2.060 -1.899 0.49
H 0.437 1.968 -0.823 0.24
H -1.008 1.574 0.134 0.22
H 1.935 1.283 0.808 0.18
H 0.604 1.737 1.881 0.18
H 0.493 -0.364 2.396 0.48
```

Output
SMILES = O=C(CO)CCO
ΔE to the lowest compared entry with this formula, charge and spin = 147.3 kJ/mol
multiplicity = 1
orbital gap = 10.70 eV
E_LUMO = 0.563 eV
E_tot = -10419.4772 eV
HOMO level = -10.134 eV

Record 3
DFT (wB97M-V/def2-TZVPD) results for a single C5H2F6 molecule at a distorted geometry.

```
13
Properties=species:S:1:pos:R:3:nbo_charge:R:1
C -0.195 1.297 0.240 0.26
C -1.214 0.404 0.202 0.27
C 1.138 1.026 -0.325 0.21
C 0.623 -1.233 0.307 0.22
C -0.742 -0.902 -0.329 0.54
F -0.206 2.463 0.944 -0.31
F -2.367 0.420 0.861 -0.27
F 1.273 0.809 -1.619 -0.30
F 0.667 -1.228 1.629 -0.31
F -1.724 -1.857 -0.209 -0.32
F -0.457 -0.799 -1.709 -0.34
H 1.927 1.505 0.096 0.18
H 1.276 -1.906 -0.088 0.17
```

Output
ΔE to the lowest compared entry with this formula, charge and spin = 301.3 kJ/mol
multiplicity = 1
orbital gap (alpha / beta) = 8.38 / 8.41 eV
E_LUMO (alpha / beta) = -0.720 / -0.844 eV
E_tot = -21517.4965 eV
HOMO level (alpha / beta) = -9.104 / -9.253 eV